C19H39BClFN2O10PS | ωB97M-V/def2-TZVPD

XYZ file:
```
75
Properties=species:S:1:pos:R:3:mulliken_charge:R:1
C -2.45 1.51 5.64 -0.51
C -3.04 0.95 6.67 -0.20
C -2.52 -0.31 7.31 0.53
O -2.46 -0.38 8.49 -0.55
O -2.05 -1.36 6.58 -0.28
C -3.03 -1.88 5.67 -0.78
C -2.33 -2.20 4.33 -0.33
C -0.89 -2.76 4.50 -0.30
C -0.57 -3.80 3.40 -1.32
C -0.74 -3.25 1.96 0.37
C 0.66 -2.85 1.42 -1.58
C 0.66 -2.12 0.05 0.74
C -0.17 -3.00 -0.93 -1.49
N -0.05 -2.63 -2.35 -0.40
O 1.98 -2.35 -0.39 -0.70
B 2.62 -1.17 -1.07 1.16
C 2.99 -1.55 -2.61 -0.59
C 4.50 -1.87 -2.87 0.33
C 5.28 -0.67 -3.48 -1.25
Cl 5.36 -2.58 -1.43 -0.26
O 1.52 -0.15 -0.84 -0.90
C 0.51 -0.53 -0.01 0.49
P -1.08 0.28 -0.55 0.69
N -1.81 1.00 0.64 -0.83
O -2.17 -0.76 -1.21 -0.58
O -0.72 1.44 -1.63 -0.16
S 0.99 0.36 1.60 0.94
O 0.16 -0.04 2.70 -0.46
O 2.35 0.10 1.93 -0.60
F 0.90 1.95 1.33 -0.25
H -1.49 1.18 5.25 0.21
H -2.94 2.33 5.10 0.27
H -3.96 1.38 7.08 0.30
H -3.54 -2.78 6.08 0.29
H -3.83 -1.16 5.44 0.44
H -2.91 -2.92 3.72 0.42
H -2.24 -1.28 3.72 0.07
H -0.17 -1.93 4.43 0.14
H -0.72 -3.23 5.49 0.53
H -1.23 -4.68 3.55 0.41
H 0.47 -4.16 3.54 0.41
H -1.49 -2.45 1.88 0.21
H -1.12 -4.10 1.36 0.26
H 1.22 -3.78 1.26 0.47
H 1.21 -2.30 2.21 0.44
H -1.26 -3.02 -0.68 0.22
H 0.19 -4.04 -0.83 0.56
H -0.20 -1.65 -2.52 0.04
H -0.61 -3.22 -2.95 0.29
H 3.50 -0.83 -0.32 -0.32
H 2.71 -0.69 -3.25 0.13
H 2.44 -2.46 -2.89 0.15
H 4.52 -2.65 -3.64 0.35
H 6.13 -1.00 -4.09 0.36
H 5.63 0.04 -2.71 0.26
H 4.58 -0.19 -4.18 0.31
H -2.75 0.64 0.77 0.18
H -2.88 -0.95 -0.58 0.34
H -1.58 1.88 -1.76 0.29
C 0.20 6.58 -3.73 -0.74
O -1.00 6.00 -4.22 -0.38
C -0.93 5.69 -5.60 -0.45
C -0.67 4.21 -5.82 -0.45
O 0.61 3.83 -5.37 -0.41
C 0.59 3.19 -4.10 -0.77
H 0.18 6.55 -2.64 0.26
H 1.09 6.03 -4.07 0.32
H 0.28 7.62 -4.05 0.32
H -0.17 6.29 -6.11 0.31
H -1.91 5.94 -6.03 0.37
H -0.70 4.01 -6.90 0.39
H -1.45 3.60 -5.34 0.27
H 0.23 2.16 -4.21 0.31
H -0.05 3.72 -3.39 0.35
H 1.60 3.17 -3.71 0.33
```

The value obtained for the energy above the lowest of the compared OMol25 structures with the same formula, charge and spin is 44.9 kcal/mol. The calculation puts the HOMO-LUMO gap at 6.978 eV. The net charge is -1.

=====

C16H42N10O17 | ωB97M-V/def2-TZVPD

XYZ file:
```
85
Properties=species:S:1:pos:R:3:mulliken_charge:R:1
C -0.47 -6.24 7.84 -0.65
N 1.04 -6.11 7.55 0.81
O 1.54 -5.01 7.58 -0.50
O 1.66 -7.12 7.21 -0.51
H -0.70 -6.95 8.64 0.26
H -0.94 -6.47 6.89 0.27
H -0.71 -5.21 8.10 0.31
C -7.64 1.44 7.12 -0.64
N -6.54 0.53 6.70 0.79
O -5.40 0.91 6.97 -0.50
O -6.76 -0.40 5.95 -0.50
H -7.41 2.18 7.89 0.29
H -8.34 0.81 7.66 0.28
H -7.97 1.90 6.18 0.27
C -4.00 1.14 -9.30 -0.79
N -3.47 1.76 -8.03 0.84
O -2.63 1.19 -7.36 -0.50
O -4.16 2.69 -7.68 -0.49
H -4.35 0.15 -8.99 0.30
H -3.43 1.36 -10.20 0.30
H -4.92 1.65 -9.62 0.34
C 3.15 0.64 5.02 -0.66
N 3.31 2.17 4.94 0.84
O 2.38 2.80 4.46 -0.51
O 4.28 2.66 5.45 -0.51
H 3.96 0.17 5.59 0.30
H 3.07 0.27 4.00 0.27
H 2.23 0.43 5.57 0.27
C 1.75 6.50 -1.92 -0.68
N 0.85 5.58 -1.05 0.79
O 0.07 6.12 -0.30 -0.48
O 0.93 4.34 -1.26 -0.50
H 2.00 5.96 -2.84 0.28
H 2.73 6.69 -1.48 0.29
H 1.16 7.35 -2.27 0.29
C 3.81 -8.27 -0.29 -0.67
N 3.73 -9.67 -0.79 0.81
O 3.65 -10.60 0.02 -0.50
O 3.80 -9.88 -2.01 -0.50
H 2.81 -7.85 -0.38 0.28
H 4.50 -7.72 -0.92 0.27
H 4.00 -8.36 0.78 0.31
C 2.98 2.90 -6.99 -0.67
N 2.03 3.66 -7.93 0.77
O 1.70 3.16 -9.01 -0.48
O 1.44 4.65 -7.43 -0.48
H 3.39 2.07 -7.57 0.32
H 2.48 2.28 -6.24 0.28
H 3.73 3.59 -6.59 0.26
C 9.68 -2.22 0.74 -0.84
N 9.84 -2.90 -0.60 0.06
C 8.74 -3.11 -1.56 -0.83
C 11.15 -3.17 -1.07 0.08
O 11.40 -3.65 -2.12 -0.52
H 9.36 -1.19 0.55 0.33
H 10.58 -2.05 1.32 0.29
H 8.90 -2.82 1.23 0.29
H 7.81 -3.19 -1.00 0.29
H 8.71 -2.26 -2.24 0.29
H 8.81 -3.96 -2.24 0.30
H 11.90 -2.78 -0.37 0.27
C -8.48 6.17 -1.94 -0.96
N -8.50 5.54 -0.64 0.11
C -7.37 4.67 -0.30 -0.90
C -9.55 5.81 0.21 0.17
O -9.72 5.29 1.36 -0.62
H -8.86 5.56 -2.76 0.33
H -7.54 6.63 -2.25 0.33
H -9.11 7.05 -2.04 0.32
H -6.44 5.24 -0.25 0.30
H -7.57 4.28 0.70 0.29
H -7.49 3.91 -1.08 0.35
H -10.31 6.51 -0.16 0.28
C -1.49 -2.26 1.79 -0.86
N -1.13 -1.72 0.45 0.06
C -2.23 -0.83 -0.10 -0.98
C 0.05 -1.80 -0.11 0.24
O 0.96 -2.47 0.40 -0.65
H -2.40 -2.83 1.67 0.30
H -1.71 -1.38 2.40 0.32
H -0.71 -2.86 2.26 0.28
H -3.25 -1.21 -0.16 0.32
H -2.28 0.11 0.46 0.35
H -2.16 -0.71 -1.18 0.34
H 0.09 -1.27 -1.07 0.29
```

The SMILES is C[N+](=O)[O-].C[N+](=O)[O-].C[N+](=O)[O-].C[N+](=O)[O-].C[N+](=O)[O-].C[N+](=O)[O-].C[N+](=O)[O-].CN(C)C=O.CN(C)C=O.CN(C)C=O. The calculation puts the HOMO-LUMO gap at 8.954 eV. The net charge is 0.

=====

C6H12O | ωB97M-V/def2-TZVPD

XYZ file:
```
19
Properties=species:S:1:pos:R:3:nbo_charge:R:1
C 2.57 -0.29 -0.28 -0.62
C 1.66 0.72 0.37 -0.54
C 0.34 0.36 0.75 0.26
C -0.99 0.63 -0.99 -0.73
C -2.08 -0.02 -0.16 -0.45
C -1.44 -1.13 0.71 -0.07
O -0.03 -0.92 0.83 -0.49
H 2.98 -1.02 0.43 0.21
H 2.03 -0.86 -1.05 0.21
H 3.40 0.22 -0.78 0.21
H 2.06 1.62 0.83 0.23
H 0.56 0.95 -0.46 0.42
H -0.24 1.10 1.31 0.20
H -1.27 1.63 -1.34 0.20
H -0.69 0.01 -1.85 0.19
H -2.89 -0.46 -0.75 0.21
H -2.54 0.73 0.49 0.20
H -1.88 -1.17 1.71 0.18
H -1.53 -2.12 0.25 0.19
```

The value obtained for the energy above the lowest of the compared OMol25 structures with the same formula, charge and spin is 120.1 kcal/mol. The calculation puts the HOMO-LUMO gap at 7.640 eV. The net charge is 0.

=====

C22H20N4OS | ωB97M-V/def2-TZVPD

XYZ file:
```
48
Properties=species:S:1:pos:R:3:nbo_charge:R:1
C 4.14 2.58 -0.38 -0.59
C 3.13 1.54 -0.86 -0.12
C 1.85 2.22 -1.35 -0.60
C 3.73 0.69 -1.98 -0.59
C 2.79 0.63 0.28 0.10
N 3.40 0.57 1.40 -0.27
N 2.93 -0.32 2.26 -0.30
C 1.91 -0.98 1.81 0.21
N 1.32 -1.96 2.54 -0.62
C 0.10 -2.59 2.38 0.67
O -0.21 -3.50 3.11 -0.55
C -0.77 -2.03 1.31 -0.07
C -1.35 -0.80 1.49 -0.22
C -2.15 -0.25 0.46 0.19
C -2.74 1.09 0.60 0.00
C -2.95 1.85 -0.55 -0.20
C -3.49 3.12 -0.45 -0.20
C -3.84 3.64 0.78 -0.21
C -3.65 2.88 1.93 -0.21
C -3.11 1.61 1.84 -0.22
N -2.36 -0.89 -0.66 -0.43
C -1.85 -2.11 -0.85 0.24
C -2.11 -2.78 -2.07 -0.20
C -1.60 -4.02 -2.30 -0.20
C -0.79 -4.65 -1.33 -0.20
C -0.51 -4.03 -0.15 -0.18
C -1.03 -2.75 0.12 -0.11
S 1.46 -0.53 0.17 0.32
H 4.41 3.24 -1.21 0.21
H 3.71 3.18 0.42 0.22
H 5.03 2.10 0.00 0.23
H 1.38 2.79 -0.55 0.22
H 2.08 2.90 -2.16 0.22
H 1.13 1.49 -1.71 0.21
H 3.99 1.33 -2.83 0.21
H 3.02 -0.06 -2.32 0.21
H 4.64 0.19 -1.64 0.22
H 1.85 -2.25 3.36 0.44
H -1.16 -0.23 2.39 0.23
H -2.68 1.43 -1.50 0.23
H -3.64 3.71 -1.35 0.21
H -4.26 4.63 0.86 0.21
H -3.94 3.27 2.89 0.22
H -2.99 1.02 2.73 0.21
H -2.73 -2.28 -2.79 0.22
H -1.80 -4.53 -3.22 0.22
H -0.40 -5.64 -1.53 0.22
H 0.10 -4.52 0.60 0.22
```

The value obtained for the energy above the lowest of the compared OMol25 structures with the same formula, charge and spin is 0.2 kcal/mol. The SMILES is CC(C)(C)c1nnc(NC(=O)c2cc(-c3ccccc3)nc3ccccc23)s1. The calculation puts the HOMO-LUMO gap at 8.363 eV. The net charge is 0.

=====

C5H6O | ωB97M-V/def2-TZVPD

XYZ file:
```
12
Properties=species:S:1:pos:R:3:nbo_charge:R:1
C -3.02 -0.19 0.24 -0.70
C -1.62 0.04 -0.07 0.11
C -0.45 0.23 -0.32 -0.21
C 0.89 0.70 -0.14 0.20
C 2.97 0.01 0.52 -0.25
O 1.70 -0.32 -0.04 -0.47
H -3.49 -0.80 -0.53 0.25
H -3.11 -0.73 1.19 0.25
H -3.57 0.75 0.33 0.24
H 2.99 1.08 0.70 0.21
H 3.03 -0.55 1.46 0.19
H 3.77 -0.31 -0.15 0.19
```

The value obtained for the energy above the lowest of the compared OMol25 structures with the same formula, charge and spin is 96.3 kcal/mol. The calculation puts the HOMO-LUMO gap at 8.698 eV. The net charge is 0.

=====

C4H12 | ωB97M-V/def2-TZVPD

XYZ file:
```
16
Properties=species:S:1:pos:R:3:nbo_charge:R:1
C 1.26 0.13 1.51 -0.62
C 2.61 0.43 2.14 -0.61
H 0.71 -0.71 1.96 0.20
H 0.63 1.01 1.56 0.20
H 1.20 -0.28 0.50 0.21
H 3.26 0.72 1.31 0.21
H 2.97 -0.44 2.70 0.21
H 2.55 1.23 2.87 0.21
C -1.23 -0.26 -2.21 -0.62
C -2.61 -0.32 -1.47 -0.62
H -0.82 -1.26 -2.08 0.21
H -1.42 0.03 -3.25 0.21
H -0.62 0.57 -1.88 0.21
H -3.45 0.02 -2.09 0.21
H -2.68 0.38 -0.63 0.20
H -2.68 -1.27 -0.95 0.21
```

The value obtained for the energy above the lowest of the compared OMol25 structures with the same formula, charge and spin is 15.9 kcal/mol. The SMILES is CC.CC. The calculation puts the HOMO-LUMO gap at 12.602 eV. The net charge is 0.

=====

C2H3N5O | ωB97M-V/def2-TZVPD

XYZ file:
```
11
Properties=species:S:1:pos:R:3:nbo_charge:R:1
H -2.75 -1.25 0.34 0.36
N -2.59 -0.18 0.59 -0.57
C -1.52 -0.02 -0.13 0.46
N -0.77 1.17 -0.48 -0.43
C 0.39 1.12 -0.19 0.26
N 1.10 -0.03 0.34 -0.11
O 2.53 -0.27 0.06 -0.51
N 0.56 -1.24 -0.28 0.06
N -0.69 -1.17 -0.71 -0.22
H 1.08 1.88 -0.68 0.19
H 2.68 -0.02 1.14 0.50
```

The value obtained for the energy above the lowest of the compared OMol25 structures with the same formula, charge and spin is 152.2 kcal/mol. The SMILES is [H]/N=c1/ncn(O)nn1. The calculation puts the HOMO-LUMO gap at 9.563 eV. The net charge is 0.

=====

C25H45GdNP2 | ωB97M-V/def2-TZVPD

XYZ file:
```
74
Properties=species:S:1:pos:R:3:mulliken_charge:R:1
Gd 0.41 -0.07 0.33 -0.29
C 2.52 1.22 -0.26 0.46
C 1.45 2.17 -0.26 0.82
C 1.76 1.45 1.92 0.68
C 2.75 0.83 1.10 1.16
C 0.97 2.30 1.09 0.50
C 3.33 0.84 -1.45 -1.57
H 2.70 0.72 -2.34 0.18
H 3.87 -0.10 -1.29 0.25
H 4.07 1.62 -1.67 0.39
C 3.98 0.18 1.62 -1.84
H 4.61 -0.23 0.82 0.42
H 3.76 -0.63 2.33 0.28
H 4.59 0.92 2.16 0.35
C 1.71 1.42 3.41 -1.65
H 2.18 2.33 3.83 0.38
H 2.24 0.55 3.81 0.35
H 0.68 1.38 3.78 0.14
C -0.04 3.30 1.56 -1.51
H 0.43 4.29 1.69 0.31
H -0.46 3.00 2.53 0.36
H -0.86 3.40 0.84 0.23
C 1.00 2.97 -1.44 -1.13
H 1.72 3.77 -1.67 0.35
H 0.03 3.43 -1.27 0.37
H 0.92 2.35 -2.34 0.14
C -1.81 -0.80 -2.09 -0.16
C -0.98 0.05 -2.73 0.13
C -1.49 0.98 -3.79 -1.37
C -2.34 2.20 -3.36 -0.98
C -2.65 2.31 -1.89 -0.53
C -3.49 1.47 -1.29 -0.50
C -4.17 0.36 -2.04 -0.81
C -3.27 -0.85 -2.44 -1.27
H -2.08 0.41 -4.53 0.45
H -3.27 2.19 -3.94 0.44
H -0.63 1.37 -4.35 0.44
H -3.38 -0.99 -3.52 0.42
H -1.47 -1.61 -1.43 0.60
H 0.12 -0.01 -2.67 0.64
H -3.71 -1.74 -1.98 0.37
H -5.00 -0.02 -1.43 0.39
H -3.79 1.57 -0.25 0.48
H -4.63 0.75 -2.96 0.42
H -1.82 3.12 -3.67 0.29
H -2.19 3.16 -1.38 0.71
P 1.70 -2.57 -0.48 1.32
C 3.41 -2.90 0.11 -1.27
H 3.75 -3.90 -0.19 0.54
H 3.42 -2.82 1.21 0.32
H 4.09 -2.14 -0.30 0.23
C 0.82 -4.10 0.01 -1.22
H 1.38 -5.01 -0.29 0.43
H -0.17 -4.11 -0.45 0.31
H 0.71 -4.09 1.10 0.31
C 1.88 -2.70 -2.29 -1.29
H 0.88 -2.73 -2.75 0.32
H 2.45 -3.60 -2.57 0.46
H 2.40 -1.81 -2.66 0.25
P -1.58 -0.75 2.35 1.27
C -2.39 0.82 2.86 -1.25
H -3.44 0.68 3.16 0.48
H -2.34 1.53 2.03 0.14
H -1.84 1.25 3.71 0.35
C -2.85 -1.90 1.72 -1.16
H -3.53 -1.40 1.02 0.27
H -3.43 -2.37 2.53 0.46
H -2.34 -2.70 1.16 0.24
C -1.17 -1.48 3.97 -1.47
H -2.02 -1.50 4.66 0.43
H -0.35 -0.90 4.41 0.31
H -0.78 -2.49 3.82 0.40
N 1.80 -2.10 2.97 -0.76
C 1.25 -1.54 2.07 0.31
```

As for the spin multiplicity: 8. The value obtained for the energy above the lowest of the compared OMol25 structures with the same formula, charge and spin is 81.6 kcal/mol. The calculation puts the HOMO-LUMO gap (alpha / beta) at 5.292 / 5.900 eV. The net charge is +1.

=====

C21H46BNO11 | ωB97M-V/def2-TZVPD

XYZ file:
```
80
Properties=species:S:1:pos:R:3:mulliken_charge:R:1
C 4.73 0.08 0.51 -0.86
C 4.89 0.29 -0.98 0.70
O 5.19 1.36 -1.44 -0.50
O 4.79 -0.79 -1.80 -0.37
C 3.73 -1.73 -1.56 -1.28
C 2.35 -1.10 -1.70 0.94
C 1.40 -1.25 -0.51 -0.86
C 0.06 -1.04 -1.21 0.40
B -1.32 -1.13 -0.43 0.46
O -1.30 -1.00 0.95 -0.62
N -2.58 -1.32 -1.14 -0.04
C -3.21 0.02 -1.11 -1.40
C -3.42 -2.35 -0.50 -0.96
C 0.32 -1.97 -2.38 0.23
O -0.35 -2.82 -2.89 -0.54
O 1.64 -1.78 -2.76 -0.44
H 4.53 1.05 0.97 0.27
H 5.68 -0.30 0.90 0.30
H 3.95 -0.62 0.78 0.28
H 3.84 -2.47 -2.35 0.38
H 3.87 -2.23 -0.60 0.43
H 2.41 -0.03 -1.94 0.25
H 1.61 -0.65 0.38 0.38
H 1.44 -2.30 -0.18 0.38
H 0.10 -0.03 -1.67 0.05
H -0.78 -0.23 1.23 0.28
H -2.45 0.80 -1.27 0.34
H -3.98 0.10 -1.88 0.34
H -3.65 0.21 -0.12 0.54
H -2.96 -2.79 0.38 0.29
H -3.61 -3.15 -1.22 0.24
H -4.39 -1.94 -0.21 0.36
C -5.25 2.41 1.03 -0.92
O -3.87 2.56 1.33 -0.20
C -3.50 3.92 1.53 -0.58
C -3.36 4.25 3.00 -0.52
O -4.61 4.19 3.67 -0.38
C -4.79 3.01 4.43 -0.63
H -5.48 1.34 1.07 0.24
H -5.88 2.94 1.74 0.46
H -5.46 2.78 0.02 0.33
H -4.22 4.59 1.06 0.36
H -2.53 4.07 1.04 0.36
H -2.98 5.27 3.09 0.38
H -2.64 3.58 3.47 0.31
H -4.14 3.01 5.31 0.32
H -4.58 2.11 3.83 0.22
H -5.82 2.99 4.76 0.24
C -3.39 -6.41 -1.59 -0.79
O -4.54 -5.92 -0.92 -0.25
C -5.65 -6.80 -0.97 -0.56
C -5.82 -7.56 0.32 -0.51
O -4.75 -8.46 0.56 -0.37
C -3.81 -7.98 1.49 -0.64
H -2.56 -5.75 -1.35 0.19
H -3.15 -7.43 -1.29 0.42
H -3.55 -6.39 -2.68 0.31
H -5.55 -7.50 -1.81 0.35
H -6.54 -6.19 -1.15 0.36
H -6.74 -8.16 0.26 0.37
H -5.93 -6.86 1.16 0.32
H -4.23 -7.98 2.50 0.32
H -3.47 -6.97 1.24 0.24
H -2.95 -8.66 1.47 0.24
C 6.32 7.21 -1.59 -0.71
O 7.71 6.99 -1.62 -0.37
C 8.30 6.89 -0.33 -0.48
C 8.57 5.45 0.06 -0.52
O 7.36 4.73 0.24 -0.39
C 7.04 3.88 -0.85 -0.62
H 5.95 7.10 -2.60 0.25
H 5.81 6.49 -0.94 0.31
H 6.09 8.23 -1.24 0.32
H 7.67 7.37 0.42 0.32
H 9.25 7.43 -0.37 0.37
H 9.10 5.45 1.02 0.38
H 9.20 4.97 -0.69 0.33
H 7.72 3.03 -0.90 0.33
H 7.08 4.42 -1.80 0.29
H 6.03 3.51 -0.69 0.20
```

The SMILES is CC(=O)OC[C@@H]1C[C@H](B(O)N(C)C)C(=O)O1.COCCOC.COCCOC.COCCOC. The calculation puts the HOMO-LUMO gap at 8.719 eV. The net charge is 0.

=====

C32H32N3O7SSbY | ωB97M-V/def2-TZVPD

XYZ file:
```
77
Properties=species:S:1:pos:R:3:mulliken_charge:R:1
Y 0.14 -1.64 0.75 0.33
O 1.12 -4.27 6.31 -0.49
C 0.98 -3.85 5.20 0.31
C -0.01 -4.35 4.13 0.17
O -0.86 -5.19 4.27 -0.55
C 0.27 -3.52 2.93 1.12
C 1.36 -2.68 3.17 0.31
O 1.84 -1.86 2.26 -0.53
C 1.69 -2.66 4.57 0.38
O 2.31 -1.79 5.16 -0.86
O -0.40 -3.48 1.82 -1.04
C 1.27 1.97 -4.46 -0.42
C 0.76 0.74 -4.84 -0.60
C -0.11 0.06 -4.00 -0.57
C -0.48 0.61 -2.77 0.36
C 0.05 1.84 -2.39 -0.19
C 0.91 2.53 -3.24 -0.91
Sb -1.73 -0.46 -1.42 1.72
C -3.17 1.05 -1.06 0.31
C -3.51 1.96 -2.06 -0.15
C -4.47 2.93 -1.82 -0.72
C -5.09 3.01 -0.58 -0.47
C -4.75 2.11 0.42 -0.59
C -3.79 1.13 0.18 -0.80
C -2.74 -1.74 -2.76 0.51
C -2.12 -2.92 -3.15 -0.61
C -2.76 -3.79 -4.04 -0.68
C -4.02 -3.47 -4.52 -0.49
C -4.65 -2.30 -4.13 -0.67
C -4.01 -1.43 -3.25 -0.34
H 1.94 2.51 -5.13 0.41
H 1.02 0.31 -5.80 0.42
H -0.52 -0.90 -4.31 0.37
H -0.23 2.29 -1.44 0.39
H 1.30 3.50 -2.95 0.44
H -3.03 1.92 -3.03 0.47
H -4.74 3.63 -2.60 0.41
H -5.84 3.76 -0.40 0.40
H -5.24 2.16 1.39 0.41
H -3.54 0.44 0.97 0.33
H -1.14 -3.18 -2.78 0.25
H -2.27 -4.71 -4.34 0.42
H -4.52 -4.15 -5.21 0.38
H -5.63 -2.06 -4.50 0.40
H -4.52 -0.52 -2.95 0.38
O -0.44 0.02 2.33 -0.87
C 0.62 0.64 1.99 0.78
O 1.03 0.65 0.81 -0.38
C 1.50 1.21 3.09 0.05
N 1.17 0.48 4.36 0.13
C 1.11 1.49 5.46 -0.62
C 0.53 2.71 4.75 -0.68
C 1.27 2.70 3.40 -0.80
H 2.53 0.99 2.82 0.32
H 1.81 -0.33 4.57 0.16
H 0.24 0.07 4.21 0.38
H 2.13 1.67 5.81 0.35
H 0.52 1.10 6.28 0.43
H 0.68 3.63 5.31 0.44
H -0.54 2.57 4.61 0.29
H 2.23 3.21 3.49 0.42
H 0.70 3.20 2.61 0.33
S 1.58 -2.35 -1.47 -0.50
C 2.78 -1.12 -1.20 0.60
N 2.92 -0.14 -2.08 -0.01
C 3.89 0.94 -1.93 -0.63
C 4.18 1.16 -0.46 -0.30
C 4.57 -0.17 0.18 -0.81
N 3.57 -1.19 -0.14 0.02
H 2.25 -0.11 -2.84 0.10
H 3.47 1.83 -2.39 0.31
H 4.80 0.68 -2.48 0.34
H 3.28 1.54 0.03 -0.05
H 4.98 1.88 -0.34 0.50
H 4.64 -0.09 1.26 0.41
H 5.55 -0.49 -0.19 0.37
H 3.38 -1.91 0.54 0.20
```

The value obtained for the energy above the lowest of the compared OMol25 structures with the same formula, charge and spin is 3.1 kcal/mol. The calculation puts the HOMO-LUMO gap at 8.123 eV. The net charge is +1.